Record 1
Computed, not measured: a molecular structure, C5H7NS2 at a distorted geometry, with the ωB97M-V functional and the def2-TZVPD basis.

energy above the lowest of the compared OMol25 structures with the same formula, charge and spin	123.4	kJ/mol
orbital gap	8.97	eV

Geometry as ORCA input:
```
! wB97M-V def2-TZVPD RIJCOSX def2/J DEFGRID3
* xyz 0 1
C 0.962 -0.237 -0.467
C 0.527 1.252 -0.378
C 0.489 1.041 1.170
C -0.042 -0.318 0.746
C -1.309 0.022 -0.002
H 3.072 -0.338 -1.264
H 0.568 -0.705 -1.440
H 1.036 2.117 -0.858
H -0.150 1.685 1.831
H 1.521 1.103 1.630
H -0.060 -1.176 1.372
H -1.395 1.497 -1.456
N -0.916 1.138 -0.683
S 2.643 -0.707 -0.073
S -2.764 -0.712 -0.017
*
```

---

Record 2
Computed, not measured: a single C5H7NS2 molecule at a distorted geometry, with the ωB97M-V functional and the def2-TZVPD basis.

structure (SMILES)	S=C1NC=CC[C@H]1S
energy above the lowest of the compared OMol25 structures with the same formula, charge and spin	165.9	kJ/mol
orbital gap	8.33	eV

Geometry as ORCA input:
```
! wB97M-V def2-TZVPD RIJCOSX def2/J DEFGRID3
* xyz 0 1
C 0.171 -1.104 0.473
C -0.564 0.023 1.199
C -1.043 1.127 0.270
C -0.282 1.363 -0.808
C 1.361 -0.413 -0.160
H -1.394 -1.235 -1.336
H 0.536 -1.708 1.229
H 0.159 0.405 1.896
H -1.502 -0.415 1.705
H -1.995 1.588 0.453
H -0.145 2.044 -1.611
H 1.622 0.774 -1.598
N 0.859 0.472 -1.159
S -0.870 -2.192 -0.592
S 3.086 -0.730 0.039
*
```

---

Record 3
Computed, not measured: a single C5H7O3P molecule at a distorted geometry, with the ωB97M-V functional and the def2-TZVPD basis.

energy above the lowest of the compared OMol25 structures with the same formula, charge and spin	0.0	kJ/mol
orbital gap (spin up / spin down)	8.74 / 8.25	eV

Geometry as ORCA input:
```
! wB97M-V def2-TZVPD RIJCOSX def2/J DEFGRID3
* xyz 0 3
C 1.280 -1.819 -2.100
C 1.237 -0.606 -1.897
C -1.647 0.626 0.823
C -0.135 0.703 0.885
C 0.467 -0.683 1.177
O 0.675 1.965 -2.752
O -2.185 -0.434 0.224
O 0.381 1.433 -0.169
P 0.402 0.915 -1.762
H 1.690 -2.728 -2.220
H -1.845 0.606 1.868
H -2.090 1.523 0.312
H 0.045 1.418 1.674
H 0.259 -1.308 0.404
H -0.040 -0.981 2.083
H 1.507 -0.629 1.451
*
```

---

Record 4
Computed, not measured: a molecular structure, C5H7O3Rb at a distorted geometry, with the ωB97M-V functional and the def2-TZVPD basis.

energy above the lowest of the compared OMol25 structures with the same formula, charge and spin	79.0	kJ/mol
orbital gap (spin up / spin down)	7.36 / 9.84	eV

Geometry as ORCA input:
```
! wB97M-V def2-TZVPD RIJCOSX def2/J DEFGRID3
* xyz 1 2
O 1.103 -1.617 -0.784
C 1.085 -0.325 -0.559
O -0.044 0.123 0.027
Rb -2.651 2.359 -0.026
O 2.022 0.395 -0.791
C -0.024 -2.467 -0.487
H -0.197 -2.467 0.601
H -0.910 -2.053 -1.005
C 0.285 -3.825 -0.978
H 0.851 -3.942 -1.902
H -0.237 -4.679 -0.550
C -0.765 5.091 1.362
C 0.051 4.202 1.487
H -0.011 -0.164 0.966
H -1.359 5.937 1.051
H 0.800 3.431 1.590
*
```

---

Record 5
Computed, not measured: a molecular structure, C5H7O4Sc at a distorted geometry, with the ωB97M-V functional and the def2-TZVPD basis.

orbital gap (spin up / spin down)	6.52 / 5.07	eV

Geometry as ORCA input:
```
! wB97M-V def2-TZVPD RIJCOSX def2/J DEFGRID3
* xyz 3 2
H -2.995 -1.017 0.795
Sc -1.469 -0.729 3.434
O -2.623 0.414 1.994
O -1.862 0.382 -0.168
C -0.501 0.797 -0.302
C 0.370 -0.435 -0.053
O -0.998 -1.006 1.413
C -2.086 -0.298 0.991
H -0.404 1.178 -1.323
H -0.307 1.578 0.446
H 1.070 -0.291 0.776
H 0.011 -1.317 -0.597
H 2.390 -1.224 -1.347
O 3.451 1.643 -1.027
C 1.858 -0.266 -1.414
C 2.746 0.778 -1.235
H 1.350 -0.186 -2.384
*
```

---

Record 6
Computed, not measured: a molecular structure, C5H7O5 at a distorted geometry, with the ωB97M-V functional and the def2-TZVPD basis.

energy above the lowest of the compared OMol25 structures with the same formula, charge and spin	238.8	kJ/mol
orbital gap (spin up / spin down)	8.80 / 7.64	eV

Geometry as ORCA input:
```
! wB97M-V def2-TZVPD RIJCOSX def2/J DEFGRID3
* xyz 0 2
C -0.417 -1.646 0.157
C 0.290 -0.326 0.260
C 1.365 -0.001 -0.718
C 1.519 1.093 -1.515
O 1.382 -1.496 2.779
O 1.221 -0.572 1.871
C -0.750 0.788 0.295
O -0.484 1.987 0.255
O -2.014 0.281 0.297
O -3.059 1.306 0.132
H -1.469 -1.444 -0.056
H -0.011 -2.232 -0.676
H -0.375 -2.187 1.105
H 2.053 -0.847 -0.785
H 2.432 1.213 -2.118
H 0.856 1.949 -1.481
H -2.538 2.134 0.200
*
```

---

Record 7
Computed, not measured: a single C5H7OP molecule at a distorted geometry, with the ωB97M-V functional and the def2-TZVPD basis.

energy above the lowest of the compared OMol25 structures with the same formula, charge and spin	334.2	kJ/mol
orbital gap	9.57	eV

Geometry as ORCA input:
```
! wB97M-V def2-TZVPD RIJCOSX def2/J DEFGRID3
* xyz 0 1
C 1.243 -0.027 -0.112
C 2.471 -0.044 -1.002
C 0.485 1.271 0.146
C -0.651 0.700 1.007
C -1.118 -1.533 -0.704
O 2.649 -0.026 0.261
P -0.136 -1.096 0.800
H 1.088 2.017 0.668
H 0.138 1.717 -0.787
H -0.574 1.009 2.050
H -1.657 0.926 0.658
H -2.123 -1.811 -0.387
H -0.656 -2.394 -1.185
H -1.160 -0.708 -1.412
*
```

---

Record 8
Computed, not measured: a single C5H7PS molecule at a distorted geometry, with the ωB97M-V functional and the def2-TZVPD basis.

structure (SMILES)	Cc1cscc1P
energy above the lowest of the compared OMol25 structures with the same formula, charge and spin	154.7	kJ/mol
orbital gap	9.41	eV

Geometry as ORCA input:
```
! wB97M-V def2-TZVPD RIJCOSX def2/J DEFGRID3
* xyz 0 1
C -1.714 -0.316 -0.160
C -0.693 1.965 -0.116
C -0.388 -0.442 -0.034
C 0.293 1.051 0.066
C 0.101 -1.815 0.033
P 2.138 1.313 -0.151
S -2.257 1.373 -0.278
H -2.281 -1.109 -0.370
H -0.704 2.988 -0.499
H 0.377 -2.211 1.089
H -0.718 -2.496 -0.333
H 1.059 -1.939 -0.598
H 2.255 -0.074 0.199
H 2.532 1.713 1.153
*
```

---

Record 9
Computed, not measured: a molecular structure, C5H8 at a distorted geometry, with the ωB97M-V functional and the def2-TZVPD basis.

energy above the lowest of the compared OMol25 structures with the same formula, charge and spin	491.2	kJ/mol
orbital gap	6.63	eV

Geometry as ORCA input:
```
! wB97M-V def2-TZVPD RIJCOSX def2/J DEFGRID3
* xyz 0 1
C 0.552 1.127 1.507
C -0.511 0.890 0.718
C -0.672 0.953 -0.751
C -0.777 -0.460 -0.769
C 0.396 -1.432 -0.838
H 0.444 0.991 2.572
H 1.541 1.106 1.059
H -1.439 1.139 1.251
H 0.038 1.450 -1.418
H -1.722 -0.970 -0.964
H 0.892 -1.464 -1.811
H 1.100 -0.938 -0.164
H 0.158 -2.392 -0.394
*
```

---

Record 10
Computed, not measured: a single C5H8 molecule at a distorted geometry, with the ωB97M-V functional and the def2-TZVPD basis.

structure (SMILES)	C1=CCCC1
energy above the lowest of the compared OMol25 structures with the same formula, charge and spin	52.1	kJ/mol
orbital gap	10.20	eV

Geometry as ORCA input:
```
! wB97M-V def2-TZVPD RIJCOSX def2/J DEFGRID3
* xyz 0 1
C -0.175 -0.630 0.903
C -1.210 -0.180 -0.128
C -0.471 0.894 -0.895
C 0.847 0.765 -0.820
C 1.186 -0.254 0.252
H -0.249 -1.696 1.134
H -0.328 -0.074 1.840
H -1.419 -0.954 -0.874
H -2.192 0.129 0.262
H -1.168 1.626 -1.140
H 1.620 1.291 -1.376
H 1.705 -1.132 -0.139
H 1.854 0.214 0.982
*
```

---

Record 11
Computed, not measured: a single C5H8 molecule at a distorted geometry, with the ωB97M-V functional and the def2-TZVPD basis.

structure (SMILES)	C=C=C(C)C
energy above the lowest of the compared OMol25 structures with the same formula, charge and spin	167.4	kJ/mol
orbital gap	10.21	eV

Geometry as ORCA input:
```
! wB97M-V def2-TZVPD RIJCOSX def2/J DEFGRID3
* xyz 0 1
C 1.218 0.836 -0.583
C -1.872 1.123 0.841
C -0.927 0.337 0.432
C 0.109 -0.291 -0.019
C 0.346 -1.761 -0.119
H 0.976 1.841 -0.193
H 2.293 0.815 -0.305
H 1.140 0.665 -1.660
H -2.670 1.407 0.169
H -1.885 1.434 1.877
H -0.483 -2.347 0.286
H 0.501 -2.046 -1.165
H 1.254 -2.013 0.439
*
```

---

Record 12
Computed, not measured: a single C5H8 molecule, with the ωB97M-V functional and the def2-TZVPD basis.

structure (SMILES)	C#CCCC
energy above the lowest of the compared OMol25 structures with the same formula, charge and spin	140.5	kJ/mol
orbital gap	11.05	eV

Geometry as ORCA input:
```
! wB97M-V def2-TZVPD RIJCOSX def2/J DEFGRID3
* xyz 0 1
C 0.615 1.270 -0.875
C 0.634 0.515 0.447
C -0.745 -0.134 0.738
C -0.794 -1.474 0.172
C -0.795 -2.462 -0.515
H 0.309 0.603 -1.687
H -0.093 2.105 -0.825
H 1.599 1.676 -1.127
H 1.400 -0.273 0.406
H 0.930 1.191 1.258
H -0.994 -0.086 1.800
H -1.584 0.345 0.225
H -0.653 -3.419 -0.948
*
```